{
  "formula": "C2H7N2O",
  "method": "ωB97M-V with the def2-TZVPD basis set",
  "species": ["C", "C", "N", "N", "O", "H", "H", "H", "H", "H", "H", "H"],
  "positions_angstrom": [[0.18076, -0.75205, -1.11457], [0.51515, -0.54030, 0.35765], [-0.59903, -1.20367, 0.62929], [-0.01032, 1.53492, 0.46410], [-1.01019, -1.39981, -0.67356], [0.03247, 0.09215, -1.70234], [0.91723, -1.44296, -1.71386], [1.48145, -0.42500, 0.81204], [-1.19857, -1.57995, 1.41915], [0.74195, 2.19750, 0.85858], [-0.67660, 1.75102, 1.16138], [-0.37430, 1.76814, -0.49786]],
  "atomic_forces_ev_per_a": [[2.8, -2.3, 0.1], [-1.1, -0.1, -1.2], [0.4, -0.6, 1.6], [2.1, 1.3, -0.2], [-1.4, -0.4, -0.6], [-0.5, 1.4, -0.9], [-1.4, 1.0, 1.4], [-0.2, 0.0, 0.7], [1.3, 0.7, -1.2], [-0.9, -1.1, -1.9], [-1.8, -0.2, 0.6], [0.7, 0.3, 1.7]],
  "nbo_charge": [-0.12, 0.22, -0.23, -0.99, -0.30, 0.22, 0.25, 0.26, 0.46, 0.42, 0.40, 0.41],
  "charge": 1,
  "homo_lumo_gap_ev": 10.547
}

---

{
  "formula": "C2H7N2O2",
  "method": "ωB97M-V with the def2-TZVPD basis set",
  "species": ["N", "C", "N", "H", "H", "H", "H", "H", "H", "O", "C", "O", "H"],
  "positions_angstrom": [[2.48307, 0.96507, -0.17892], [1.05457, 0.92880, -0.66846], [0.27284, 0.20958, 0.40172], [2.45713, 0.14554, 0.54571], [2.43403, 1.70821, 0.58868], [0.93220, 0.34007, -1.58184], [0.77175, 1.96857, -0.75854], [0.29492, -0.80575, 0.52110], [-0.71115, 0.31203, 0.18103], [-2.24103, -2.46114, -0.41618], [-2.53248, -1.44869, 0.24432], [-2.33752, -0.18793, -0.11952], [-2.87833, -1.67435, 1.24090]],
  "atomic_forces_ev_per_a": [[-0.7, -0.6, 2.8], [0.7, -2.6, 2.2], [-0.1, 1.8, 0.0], [0.4, 1.4, -2.0], [0.2, -0.8, -1.5], [0.5, 0.6, -0.3], [-0.7, -0.1, -0.2], [1.0, 0.3, -1.0], [-0.7, 0.2, 0.1], [-0.2, 0.2, 0.0], [1.7, 2.4, -2.4], [-1.4, -3.1, 1.2], [-0.7, 0.4, 1.1]],
  "nbo_charge": [-0.85, -0.05, -0.94, 0.35, 0.33, 0.17, 0.17, 0.36, 0.42, -0.75, 0.61, -0.85, 0.03],
  "charge": -1,
  "homo_lumo_gap_ev": 8.752
}